C26H32BF4LiO10 | ωB97M-V/def2-TZVPD

Geometry as XYZ:
```
74
Properties=species:S:1:pos:R:3
F 0.04620 -1.27993 -0.43491
F -2.15496 -1.17648 0.19273
F -0.50195 -1.57614 1.75544
F -0.63754 0.38080 0.81568
O -1.09075 1.68046 3.37782
O -4.40549 5.04113 -1.86757
O -1.00088 -4.08398 1.61712
O -1.30806 -2.55527 -2.70565
O 6.12867 1.88549 -1.38169
O 2.29109 -1.92906 2.57506
O 0.50766 1.31327 -1.67743
O 1.43309 -7.33641 -3.72658
O 2.24892 6.20523 3.38730
O -4.29617 0.23813 0.64551
C 2.77384 0.48660 -2.10394
C 1.80146 1.47211 -1.71269
C 0.51098 -3.88001 -2.48649
C 1.14236 2.66645 3.16912
C -1.37073 -4.88471 -3.72473
C -3.17544 3.50932 -0.62340
C -0.09898 5.21831 3.65825
C 1.34847 5.19058 3.41107
C -4.41454 1.52562 0.30238
C 4.18959 0.56503 -1.86298
C 2.51894 -1.31662 1.37093
C -5.64763 3.22109 -0.65053
C -3.20679 2.37161 0.22621
C 0.68026 -6.09664 -3.40365
C -0.28319 2.75994 3.39325
C -4.44015 3.98295 -1.00999
C 2.51792 2.66092 -1.23450
C -0.66680 -6.04246 -3.93453
C -0.83034 4.01771 3.60357
C 1.94658 3.84715 3.11738
C -5.66058 2.06142 -0.03957
C 1.28098 -5.02547 -2.77648
C 3.91314 2.78301 -1.13443
C 4.81119 1.80139 -1.43436
C -0.80647 -3.78676 -3.01896
C -1.56432 -5.27164 1.22270
B -0.84008 -0.92991 0.61420
Li 0.74438 -3.19193 2.69733
H 4.46004 3.65465 -0.84913
H -3.76111 5.70731 -1.58546
H 1.76141 1.61085 2.93265
H -1.89578 4.06768 3.72066
H 5.10888 -0.28131 -2.12149
H 2.26208 -5.05099 -2.37701
H -1.49601 -3.36818 1.53033
H 3.07151 5.91361 2.98696
H 0.42256 0.80110 -0.80205
H 2.80709 -1.49883 3.22421
H 2.29204 -0.56246 -2.39590
H -2.22955 2.04786 0.61929
H 6.73566 1.11232 -1.34377
H 2.87972 3.81680 2.81378
H -0.50382 6.24879 4.08074
H -0.88518 -1.93558 -2.02668
H 2.37901 -1.89541 0.45930
H -6.70960 1.85412 0.09795
H 1.01111 -2.98679 -1.92711
H -2.23388 -4.88848 -4.14354
H -2.15772 -5.29079 0.29943
H -0.92448 -6.74338 -4.62565
H -1.02253 1.05338 2.78341
H 1.90701 -0.34871 1.20804
H -2.25376 -5.55929 1.89826
H -2.24664 3.84521 -0.85439
H 2.05801 -7.57398 -3.06597
H 3.53142 -0.99275 1.48881
H -0.83687 -6.13706 1.24767
H -6.52281 3.64040 -1.11897
H -3.34877 -0.24505 0.64944
H 1.90707 3.46270 -1.01174
```

The value obtained for the HOMO-LUMO gap is 5.494 eV. As for the energy above the lowest of the compared OMol25 structures with the same formula, charge and spin: 87.7 kJ/mol. Its HOMO energy is -0.247 Eh. For the total energy, the calculation gives -59705.8842 eV.

What are the Löwdin partial charges on each atom? They are as follows, in elementary charge units: atom 1 (F): 0.100, atom 2 (F): 0.158, atom 3 (F): 0.158, atom 4 (F): 0.190, atom 5 (O): 0.086, atom 6 (O): 0.009, atom 7 (O): -0.096, atom 8 (O): 0.007, atom 9 (O): 0.042, atom 10 (O): -0.152, atom 11 (O): 0.052, atom 12 (O): -0.023, atom 13 (O): 0.031, atom 14 (O): 0.004, atom 15 (C): -0.033, atom 16 (C): -0.370, atom 17 (C): -0.019, atom 18 (C): -0.001, atom 19 (C): 0.002, atom 20 (C): -0.015, atom 21 (C): -0.012, atom 22 (C): -0.267, atom 23 (C): -0.300, atom 24 (C): -0.032, atom 25 (C): -0.159, atom 26 (C): -0.055, atom 27 (C): 0.017, atom 28 (C): -0.221, atom 29 (C): -0.329, atom 30 (C): -0.296, atom 31 (C): 0.019, atom 32 (C): 0.008, atom 33 (C): -0.041, atom 34 (C): -0.017, atom 35 (C): -0.056, atom 36 (C): -0.049, atom 37 (C): -0.045, atom 38 (C): -0.406, atom 39 (C): -0.264, atom 40 (C): -0.133, atom 41 (B): -1.357, atom 42 (Li): 0.820, atom 43 (H): 0.107, atom 44 (H): 0.106, atom 45 (H): 0.153, atom 46 (H): 0.113, atom 47 (H): 0.165, atom 48 (H): 0.094, atom 49 (H): -0.010, atom 50 (H): 0.099, atom 51 (H): 0.118, atom 52 (H): 0.084, atom 53 (H): 0.137, atom 54 (H): 0.091, atom 55 (H): 0.131, atom 56 (H): 0.033, atom 57 (H): 0.147, atom 58 (H): 0.111, atom 59 (H): 0.093, atom 60 (H): 0.120, atom 61 (H): 0.128, atom 62 (H): 0.049, atom 63 (H): 0.107, atom 64 (H): 0.086, atom 65 (H): -0.014, atom 66 (H): 0.108, atom 67 (H): 0.038, atom 68 (H): 0.075, atom 69 (H): 0.054, atom 70 (H): 0.086, atom 71 (H): 0.117, atom 72 (H): 0.109, atom 73 (H): 0.127, atom 74 (H): 0.080